# C3H2F2O

A 2-piece molecular cluster, C3H2F2O overall at a distorted geometry (wB97M-V/def2-TZVPD, the Open Molecules 2025 dataset).

Cartesian coordinates (Å):
C1 0.03477 -0.56377 0.52978
C2 -0.85860 0.21091 1.06876
C3 0.99283 0.18278 -1.43137
O1 1.87640 -0.29563 -2.07540
F1 -1.46766 -0.27250 2.18822
F2 0.03032 0.93688 -1.84077
H1 0.44117 -1.44514 0.78077
H2 -1.04924 1.24648 0.78001

As for the HOMO-LUMO gap: 9.78 eV. The calculation puts the HOMO energy at -10.36 eV. The value obtained for the total energy is -10621.7154 eV. The relative energy (zero: lowest compared OMol25 entry of this formula, charge and spin) comes out at 314.6 kJ/mol.